1.
Density functional theory data (ωB97M-V/def2-TZVPD) for a cluster of 2 separate species, C7H14N2O in total.

Atoms and positions in Å:
1 C 1.379 -0.224 1.640
2 C 0.066 0.502 2.023
3 C 1.682 -0.381 0.150
4 C -0.376 1.591 1.042
5 C 1.429 0.981 -0.533
6 C 0.052 1.289 -0.383
7 C -2.480 -1.813 -2.176
8 N -1.011 -1.042 -0.602
9 N -1.530 -0.859 -1.651
10 O -0.581 1.742 -1.343
11 H 2.261 0.273 2.081
12 H 1.398 -1.226 2.102
13 H -0.703 -0.254 1.819
14 H 0.155 1.054 3.086
15 H 2.694 -0.783 0.025
16 H 0.978 -0.997 -0.368
17 H -1.436 1.661 1.076
18 H -0.122 2.697 1.270
19 H 2.031 1.790 -0.086
20 H 1.640 1.057 -1.610
21 H -1.925 -2.400 -2.942
22 H -3.349 -1.485 -2.730
23 H -2.723 -2.525 -1.450
24 H -1.458 0.195 -2.018

Properties
**LUMO**: 0.032 hartree
**Gap between HOMO and LUMO**: 0.3374 Ha
**Energy above the lowest of the compared OMol25 structures with the same formula, charge and spin**: 358.3 kJ/mol
**Total energy**: -12510.2267 eV


2.
Density functional theory data (ωB97M-V/def2-TZVPD) for an isolated molecule of C7H14N2O3.

Atoms and positions in Å:
1 C 0.876 -1.736 0.959
2 C 0.432 -1.417 -0.504
3 C 0.434 -2.703 -1.317
4 C -0.877 -0.654 -0.557
5 N -1.004 -0.174 -1.953
6 C -0.905 0.575 0.323
7 O -1.336 0.574 1.472
8 N -0.383 1.688 -0.228
9 C -0.223 2.893 0.547
10 C 0.914 2.846 1.588
11 O 1.918 3.511 1.545
12 O 0.673 1.958 2.570
13 H 0.928 -0.851 1.573
14 H 1.885 -2.171 0.813
15 H 0.312 -2.499 1.500
16 H 1.148 -0.724 -0.989
17 H 1.350 -3.216 -1.234
18 H 0.293 -2.553 -2.431
19 H -0.389 -3.344 -0.968
20 H -1.644 -1.351 -0.224
21 H -1.147 -0.960 -2.564
22 H -1.857 0.401 -1.999
23 H -0.113 1.689 -1.212
24 H -0.070 3.750 -0.163
25 H -1.157 3.152 1.113
26 H -0.060 1.314 2.338

Properties
**LUMO**: 0.022 hartree
**Gap between HOMO and LUMO**: 0.3875 Ha
**Energy above the lowest of the compared OMol25 structures with the same formula, charge and spin**: 27.6 kJ/mol
**Total energy**: -16609.6947 eV
**SMILES string**: CC(C)[C@H](N)C(=O)NCC(=O)O


3.
Density functional theory data (ωB97M-V/def2-TZVPD) for an isolated molecule of C7H14N2O5.

Atoms and positions in Å:
1 C -1.930 -1.417 0.543
2 C -0.526 -1.607 1.207
3 O -0.358 -3.032 1.495
4 C 0.793 -1.385 0.495
5 N 0.908 -0.076 -0.108
6 C 1.091 0.995 0.628
7 O 1.407 0.955 1.788
8 C 0.893 2.250 -0.136
9 N 0.955 2.201 -1.647
10 C -0.525 2.873 0.175
11 O -1.549 2.100 -0.463
12 C 1.039 -2.338 -0.729
13 O 1.764 -3.296 -0.725
14 O 0.372 -1.765 -1.860
15 H -2.108 -0.337 0.360
16 H -1.953 -2.034 -0.345
17 H -2.801 -1.786 1.257
18 H -0.455 -1.059 2.159
19 H -1.156 -3.411 1.989
20 H 1.509 -1.716 1.251
21 H 0.462 -0.004 -0.990
22 H 1.722 2.833 0.390
23 H 1.701 1.620 -1.989
24 H 1.072 3.212 -1.904
25 H -0.785 2.707 1.265
26 H -0.508 3.922 -0.092
27 H -1.371 2.036 -1.366
28 H 0.338 -2.440 -2.648

Properties
**LUMO**: 0.016 hartree
**Gap between HOMO and LUMO**: 0.3738 Ha
**Energy above the lowest of the compared OMol25 structures with the same formula, charge and spin**: 157.8 kJ/mol
**Total energy**: -20703.1024 eV
**SMILES string**: C[C@@H](O)[C@H](NC(=O)[C@@H](N)CO)C(=O)O


4.
Density functional theory data (ωB97M-V/def2-TZVPD) for an isolated molecule of C7H14N2Si.

Atoms and positions in Å:
1 C -0.056 -1.270 0.454
2 C -1.246 -0.615 0.241
3 C 1.203 -0.912 0.070
4 C 2.200 -1.822 0.086
5 C -2.560 -1.230 0.694
6 C -2.303 1.428 -0.656
7 C 2.752 0.565 -0.854
8 N -1.194 0.526 -0.446
9 N 1.515 0.401 -0.178
10 Si 0.783 1.722 0.680
11 H -0.216 -2.309 0.962
12 H 3.141 -1.580 -0.117
13 H 1.938 -2.808 0.372
14 H -3.262 -0.451 0.440
15 H -2.589 -1.598 1.763
16 H -2.678 -2.116 0.102
17 H -1.992 2.230 -1.193
18 H -3.121 1.141 -1.316
19 H -2.711 1.827 0.276
20 H 2.793 0.037 -1.802
21 H 2.745 1.630 -1.273
22 H 3.657 0.491 -0.293
23 H 1.450 2.919 0.258
24 H -0.249 1.795 1.727

Properties
**LUMO (alpha / beta)**: -0.029 / -0.029 hartree
**Gap between HOMO and LUMO (alpha / beta)**: 0.2008 / 0.2008 Ha
**Energy above the lowest of the compared OMol25 structures with the same formula, charge and spin**: 571.8 kJ/mol
**Total energy**: -18339.2626 eV


5.
Density functional theory data (ωB97M-V/def2-TZVPD) for the ion C7H14N3 with charge +1.

Atoms and positions in Å:
1 C -3.246 -0.103 1.067
2 C -2.784 -0.297 -0.416
3 C -1.655 0.655 -0.718
4 N -1.214 1.514 0.099
5 N -0.281 2.340 -0.062
6 C 0.949 2.248 0.171
7 N 1.571 1.014 0.637
8 C 2.140 0.098 -0.087
9 C 2.122 0.047 -1.571
10 C 3.120 -0.879 0.527
11 H -2.471 -0.420 1.658
12 H -4.141 -0.796 1.309
13 H -3.356 0.984 1.389
14 H -3.546 -0.107 -1.080
15 H -2.443 -1.298 -0.495
16 H -1.291 0.543 -1.769
17 H 1.672 3.053 0.091
18 H 1.374 0.627 1.541
19 H 3.050 -0.366 -2.036
20 H 2.072 1.007 -2.164
21 H 1.221 -0.532 -1.875
22 H 3.890 -1.010 -0.245
23 H 2.662 -1.881 0.627
24 H 3.551 -0.602 1.525

Properties
**LUMO**: -0.170 hartree
**Gap between HOMO and LUMO**: 0.3238 Ha
**Net charge**: +1
**Energy above the lowest of the compared OMol25 structures with the same formula, charge and spin**: 392.9 kJ/mol
**Total energy**: -11946.8470 eV
**SMILES string**: CC/C=N/N=C\[NH+]=C(C)C


6.
Density functional theory data (ωB97M-V/def2-TZVPD) for a structure of composition C7H14N3.

Atoms and positions in Å:
1 C -0.983 1.578 -0.045
2 C -1.216 -0.569 -0.560
3 C -1.338 -1.772 -1.020
4 C 1.355 0.004 1.382
5 C 2.962 0.169 -0.562
6 C -2.959 0.301 0.705
7 C 1.559 -0.316 -0.155
8 N 0.136 1.545 -0.631
9 N -1.790 0.492 -0.047
10 N 0.419 0.214 -0.933
11 H -1.433 2.505 0.169
12 H -0.550 -2.408 -1.323
13 H -2.222 -2.380 -0.888
14 H 2.039 -0.640 1.982
15 H 1.495 1.089 1.361
16 H 0.362 -0.245 1.584
17 H 3.045 1.264 -0.574
18 H 3.326 -0.118 -1.507
19 H 3.611 -0.081 0.328
20 H -3.051 -0.715 0.892
21 H -2.977 0.739 1.801
22 H -3.863 0.730 0.232
23 H 1.553 -1.487 -0.158
24 H 0.520 0.100 -2.032

Properties
**LUMO**: -0.127 hartree
**Gap between HOMO and LUMO**: 0.3648 Ha
**Net charge**: +1
**Energy above the lowest of the compared OMol25 structures with the same formula, charge and spin**: 457.9 kJ/mol
**Total energy**: -11946.1739 eV


7.
Density functional theory data (ωB97M-V/def2-TZVPD) for a structure of composition C7H14N3.

Atoms and positions in Å:
1 C 2.189 1.382 0.066
2 C 2.562 0.034 0.042
3 C 0.395 0.177 0.364
4 C 3.795 -0.549 -0.424
5 C -3.516 0.181 -0.180
6 C -2.155 0.678 -0.494
7 C -0.985 -0.266 0.685
8 N 1.426 -0.652 0.168
9 N 0.795 1.415 0.315
10 N -1.184 -1.721 0.466
11 H 2.796 2.260 -0.059
12 H 4.066 0.102 -1.270
13 H 4.514 -0.602 0.326
14 H 3.524 -1.604 -0.633
15 H -3.678 0.200 0.964
16 H -4.279 0.705 -0.659
17 H -3.728 -0.786 -0.402
18 H -1.783 0.251 -1.464
19 H -1.941 1.726 -0.198
20 H -1.321 0.181 1.631
21 H 1.232 -1.607 0.113
22 H 0.393 2.325 0.507
23 H -0.959 -1.992 -0.471
24 H -2.159 -1.836 0.607

Properties
**LUMO**: -0.105 hartree
**Gap between HOMO and LUMO**: 0.3572 Ha
**Net charge**: +1
**Energy above the lowest of the compared OMol25 structures with the same formula, charge and spin**: 192.7 kJ/mol
**Total energy**: -11948.9219 eV


8.
Density functional theory data (ωB97M-V/def2-TZVPD) for the ion C7H14N3 with charge +1.

Atoms and positions in Å:
1 C -2.667 0.688 0.152
2 C -1.180 -1.265 0.332
3 C 0.260 -0.838 0.181
4 C 0.598 0.620 0.184
5 C 1.352 -1.819 -0.120
6 C 0.414 0.724 -1.315
7 C 2.008 1.046 0.706
8 N -1.799 1.582 0.445
9 N -2.343 -0.571 -0.036
10 N -0.481 1.409 0.748
11 H -3.609 1.115 -0.141
12 H -1.242 -2.286 -0.180
13 H -0.970 -1.403 1.428
14 H 0.824 -2.783 -0.078
15 H 2.093 -1.943 0.718
16 H 1.734 -1.431 -1.072
17 H 1.291 0.372 -1.856
18 H 0.326 1.771 -1.456
19 H -0.444 0.191 -1.674
20 H 2.774 0.634 0.120
21 H 2.188 0.747 1.679
22 H 2.082 2.066 0.703
23 H -3.149 -1.032 -0.454
24 H -0.060 2.407 0.986

Properties
**LUMO (alpha / beta)**: -0.191 / -0.191 hartree
**Gap between HOMO and LUMO (alpha / beta)**: 0.2428 / 0.2427 Ha
**Net charge**: +1
**Energy above the lowest of the compared OMol25 structures with the same formula, charge and spin**: 532.8 kJ/mol
**Total energy**: -11945.3970 eV